(1)
{
  "formula": "C2H5IS",
  "method": "wB97M-V/def2-TZVPD",
  "smiles": "C=S.CI",
  "spin_multiplicity": 1,
  "e_tot_ev": -21089.1661,
  "e_above_lowest_ev": 1.4633,
  "species": ["I", "S", "C", "C", "H", "H", "H", "H", "H"],
  "coordinates": [[1.4488, 1.8505, -2.9559], [-0.6730, -2.0500, 0.8132], [0.8644, 0.6995, -1.1360], [-1.1491, -0.9362, 1.8488], [-0.5779, -0.5656, 2.6448], [1.3249, 1.2113, -0.3839], [-0.1875, 0.7968, -1.3357], [-2.1222, -0.6669, 1.8568], [1.0716, -0.3393, -1.3521]]
}

=====

(2)
{
  "formula": "C2H5ISi",
  "method": "wB97M-V/def2-TZVPD",
  "spin_multiplicity": 1,
  "e_tot_ev": -18130.2646,
  "e_above_lowest_ev": 2.6428,
  "species": ["I", "Si", "C", "C", "H", "H", "H", "H", "H"],
  "coordinates": [[-3.1512, -0.0167, -0.0276], [-0.6285, 0.0678, 0.5147], [-0.3169, -1.6264, -0.1504], [-0.0935, 1.7277, -0.1147], [-1.0415, -2.3941, -0.1684], [-0.1076, 1.8670, -1.2527], [-0.5193, -0.1828, 1.8699], [0.4973, 2.4090, 0.3609], [0.6632, -1.8729, -0.6682]]
}

=====

(3)
{
  "formula": "C2H5N",
  "method": "wB97M-V/def2-TZVPD",
  "smiles": "C=NC",
  "spin_multiplicity": 1,
  "e_tot_ev": -3643.3256,
  "e_above_lowest_ev": 1.1886,
  "species": ["N", "C", "C", "H", "H", "H", "H", "H"],
  "coordinates": [[-0.2196, -0.7730, 0.2507], [-1.3404, -0.2385, 0.3066], [0.9988, 0.0582, -0.1579], [-1.1556, 0.8212, 0.4256], [-2.3269, -0.5902, 0.1649], [1.2839, -0.2961, -1.1574], [1.9607, -0.1180, 0.4072], [0.7991, 1.1363, -0.2397]]
}

=====

(4)
{
  "formula": "C2H5N2",
  "method": "wB97M-V/def2-TZVPD",
  "charge": 1,
  "spin_multiplicity": 1,
  "e_tot_ev": -5122.8121,
  "e_above_lowest_ev": 4.2346,
  "species": ["N", "N", "C", "C", "H", "H", "H", "H", "H"],
  "coordinates": [[-0.7754, -0.3670, -1.4639], [1.2798, 0.6834, 0.6499], [-0.5286, -0.7283, -0.2841], [0.1684, 0.0615, 0.9987], [-0.5073, 0.4100, -2.1044], [-0.5580, 0.9354, 1.1395], [2.0529, 0.6513, 1.3664], [0.0948, -0.5752, 1.8734], [-1.2265, -1.0711, -2.1756]]
}

=====

(5)
{
  "formula": "C2H5N2",
  "method": "wB97M-V/def2-TZVPD",
  "charge": 1,
  "spin_multiplicity": 1,
  "e_tot_ev": -5122.3358,
  "e_above_lowest_ev": 4.7109,
  "species": ["N", "N", "C", "C", "H", "H", "H", "H", "H"],
  "coordinates": [[0.8237, 0.1846, 1.1650], [1.2738, 1.2264, 1.4258], [-1.1605, -0.4151, 0.0270], [0.2159, -0.2462, -0.1732], [-2.0511, -0.2618, -0.6452], [1.4161, 2.1420, 0.8733], [0.7389, -1.3258, -0.2807], [0.2329, 0.2850, -1.1231], [-1.5038, -0.8271, 0.9021]]
}

=====

(6)
{
  "formula": "C2H5N2O2",
  "method": "wB97M-V/def2-TZVPD",
  "charge": -1,
  "spin_multiplicity": 1,
  "e_tot_ev": -9231.2711,
  "e_above_lowest_ev": 0.8897,
  "species": ["O", "O", "N", "N", "C", "C", "H", "H", "H", "H", "H"],
  "coordinates": [[1.7819, 1.2234, -0.9975], [1.6178, -0.7976, -0.0905], [-0.8730, 0.2786, 0.0990], [-3.0339, -0.2814, 0.8379], [2.3266, 0.2457, -0.4031], [-1.8240, -0.5923, 0.4454], [3.2370, 0.1813, 0.0824], [-1.4841, -1.6201, 0.5227], [-3.5570, -1.1022, 0.9132], [0.1757, 0.0444, -0.1058], [-1.2365, 1.1892, 0.4793]]
}

=====

(7)
{
  "formula": "C2H5N2O2",
  "method": "wB97M-V/def2-TZVPD",
  "charge": 1,
  "spin_multiplicity": 1,
  "e_tot_ev": -9216.0396,
  "e_above_lowest_ev": 6.0978,
  "species": ["O", "O", "N", "N", "C", "C", "H", "H", "H", "H", "H"],
  "coordinates": [[2.7486, -0.7139, -0.1905], [2.6947, 0.7456, -0.1556], [-1.4181, -1.1472, -0.4048], [-1.2253, 1.1522, -0.1790], [-0.7479, -0.0498, -0.2525], [2.1306, -0.0271, 0.7324], [2.0351, -0.0688, 1.8033], [-0.6126, 1.9496, -0.0923], [-0.9540, -2.0421, -0.4425], [-2.2220, 1.3611, -0.2702], [-2.4291, -1.1596, -0.5483]]
}

=====

(8)
{
  "formula": "C2H5N2O2",
  "method": "wB97M-V/def2-TZVPD",
  "charge": 1,
  "spin_multiplicity": 1,
  "e_tot_ev": -9216.2968,
  "e_above_lowest_ev": 5.8405,
  "species": ["O", "O", "N", "N", "C", "C", "H", "H", "H", "H", "H"],
  "coordinates": [[-2.1271, 0.1030, -0.3572], [-0.1681, 1.2096, 0.3128], [0.0948, -0.8097, -0.5005], [1.2083, 0.8955, 0.1553], [1.3145, -0.3369, -0.4586], [-0.8769, 0.1335, -0.0249], [-2.8891, 0.6883, -0.2346], [2.2861, -0.9604, -0.5301], [-0.4808, -0.9615, 2.4250], [1.8162, 1.6885, 0.1934], [-0.1780, -1.6499, -0.9806]]
}

=====

(9)
{
  "formula": "C2H5N2O2S",
  "method": "wB97M-V/def2-TZVPD",
  "charge": -1,
  "spin_multiplicity": 1,
  "e_tot_ev": -20065.7644,
  "e_above_lowest_ev": 1.1417,
  "species": ["S", "O", "O", "N", "N", "C", "C", "H", "H", "H", "H", "H"],
  "coordinates": [[2.3460, 0.7139, -0.5688], [-2.5717, 0.2461, 0.8641], [-0.6915, 1.3921, 0.6855], [1.9253, 1.0514, 1.0903], [-0.6112, -0.6635, -0.0190], [-0.9483, -1.4388, -0.9320], [-1.4024, 0.3979, 0.5419], [-0.1219, -2.1482, -1.2994], [1.7373, 0.1213, 1.3683], [1.2202, 0.3645, -1.0746], [1.0899, 1.5164, 0.8277], [-1.9718, -1.5532, -1.4840]]
}

=====

(10)
{
  "formula": "C2H5N2S",
  "method": "wB97M-V/def2-TZVPD",
  "charge": 1,
  "spin_multiplicity": 3,
  "e_tot_ev": -15960.5477,
  "e_above_lowest_ev": 0.0000,
  "species": ["S", "N", "N", "C", "C", "H", "H", "H", "H", "H"],
  "coordinates": [[-3.5528, -0.0646, 0.0345], [-1.0478, 0.7367, 0.0147], [0.9572, -0.5203, 0.0923], [0.2974, 0.6374, 0.0532], [-1.9827, -0.3479, -0.1458], [0.7955, -1.4639, 0.3930], [-1.6044, 1.5563, -0.2092], [1.8994, -0.3319, -0.2091], [-1.6263, -1.3378, -0.5577], [0.9848, 1.4446, -0.2272]]
}

=====

(11)
{
  "formula": "C2H5N2S2",
  "method": "wB97M-V/def2-TZVPD",
  "charge": 1,
  "smiles": "[NH2+]=C/N=C/SS",
  "spin_multiplicity": 1,
  "e_tot_ev": -26797.3111,
  "e_above_lowest_ev": 1.4085,
  "species": ["S", "S", "N", "N", "C", "C", "H", "H", "H", "H", "H"],
  "coordinates": [[3.9133, 0.9987, 0.1188], [3.0111, -0.8573, -0.1272], [-1.7693, 0.1874, -0.1038], [0.4737, -0.1625, 0.6749], [1.3206, -1.0489, 0.2503], [-0.7935, 0.0823, 0.8180], [0.9981, -2.1439, 0.3664], [5.1192, 0.7620, -0.6324], [-1.9243, -0.3206, -1.0439], [-2.6498, 0.6586, 0.1693], [-1.0814, 0.5894, 1.6849]]
}

=====

(12)
{
  "formula": "C2H5N3",
  "method": "wB97M-V/def2-TZVPD",
  "smiles": "N=C=NCN",
  "spin_multiplicity": 1,
  "e_tot_ev": -6622.6922,
  "e_above_lowest_ev": 2.2450,
  "species": ["N", "N", "N", "C", "C", "H", "H", "H", "H", "H"],
  "coordinates": [[1.5925, -1.5073, 0.4283], [0.2883, 0.9771, -0.4173], [-0.7053, -0.7814, 0.5279], [-1.1833, 0.3528, -0.1306], [0.5621, -0.8311, 0.5057], [-1.6173, 0.1155, -1.1155], [-1.7754, 1.0070, 0.5203], [0.7002, 0.7947, -1.3295], [0.2844, 1.9667, -0.1947], [1.8539, -2.0939, 1.2053]]
}

=====

(13)
{
  "formula": "C2H5N3",
  "method": "wB97M-V/def2-TZVPD",
  "charge": 2,
  "spin_multiplicity": 1,
  "e_tot_ev": -6597.1019,
  "e_above_lowest_ev": 6.8901,
  "species": ["N", "N", "N", "C", "C", "H", "H", "H", "H", "H"],
  "coordinates": [[-0.5247, 0.7057, 1.1529], [-0.7906, 1.4047, 1.9740], [-1.6987, 0.1225, -1.1047], [-0.0095, 0.0074, 0.1047], [1.2350, -0.6688, 0.1252], [2.0322, 0.0390, 0.4909], [1.6260, -1.2635, -0.7635], [-1.8485, 1.1170, -1.1130], [-1.4720, -0.3206, -1.9771], [1.4507, -1.1435, 1.1106]]
}

=====

(14)
{
  "formula": "C2H5N3O",
  "method": "wB97M-V/def2-TZVPD",
  "spin_multiplicity": 1,
  "e_tot_ev": -8669.5703,
  "e_above_lowest_ev": 4.0722,
  "species": ["O", "N", "N", "N", "C", "C", "H", "H", "H", "H", "H"],
  "coordinates": [[0.6645, -1.1852, 0.1094], [1.6213, 0.8333, 0.0912], [0.5710, 0.8934, -0.8105], [-1.4897, 0.2831, 0.1396], [-0.0658, -0.3560, -0.7094], [1.6391, -0.3262, 0.6183], [2.2790, -0.7041, 1.3936], [-0.8429, 1.2311, -0.0915], [-0.4709, -0.8541, -1.5843], [-1.4961, 0.0258, 1.1241], [-2.4096, 0.1590, -0.2806]]
}

=====

(15)
{
  "formula": "C2H5N3O",
  "method": "wB97M-V/def2-TZVPD",
  "smiles": "[H]/N=N\\C(O)=N/C",
  "spin_multiplicity": 1,
  "e_tot_ev": -8669.3689,
  "e_above_lowest_ev": 4.2736,
  "species": ["O", "N", "N", "N", "C", "C", "H", "H", "H", "H", "H"],
  "coordinates": [[-1.3360, -1.8956, -0.1619], [-0.5559, 0.1978, 0.4001], [1.7891, -0.7105, 0.0989], [0.8676, -1.3235, -0.5346], [-0.3651, -0.9807, -0.1473], [-0.0489, 1.4413, -0.1140], [-2.1765, -1.4545, 0.0266], [0.8259, 1.3262, -0.7689], [0.2207, 2.0721, 0.7348], [-0.8475, 1.9594, -0.6518], [1.6266, -0.6319, 1.1181]]
}

=====

(16)
{
  "formula": "C2H5N3O",
  "method": "wB97M-V/def2-TZVPD",
  "spin_multiplicity": 1,
  "e_tot_ev": -8664.7912,
  "e_above_lowest_ev": 8.8513,
  "species": ["O", "N", "N", "N", "C", "C", "H", "H", "H", "H", "H"],
  "coordinates": [[-0.0879, 0.5682, -1.4097], [-2.0809, -0.2197, -0.3953], [-1.0005, 0.1688, 0.4762], [-1.1921, 0.9718, -0.7028], [1.7036, 0.1561, 0.5242], [0.6676, -0.3638, -0.1236], [1.7591, 1.2017, 0.7959], [0.5804, -1.4018, -0.4068], [-1.1894, 0.3857, 1.4550], [-1.7044, -0.9825, -0.9694], [2.5446, -0.4844, 0.7562]]
}

=====

(17)
{
  "formula": "C2H5N3O2",
  "method": "wB97M-V/def2-TZVPD",
  "smiles": "N=C1NOCON1",
  "spin_multiplicity": 1,
  "e_tot_ev": -10716.4169,
  "e_above_lowest_ev": 5.3933,
  "species": ["O", "O", "N", "N", "N", "C", "C", "H", "H", "H", "H", "H"],
  "coordinates": [[1.0107, -1.1433, -0.4453], [1.0733, 1.0943, -0.3082], [-0.2556, 1.1291, 0.1313], [-0.2711, -1.2127, 0.1896], [-2.3052, -0.1270, -0.1638], [-1.0153, -0.0644, -0.0883], [1.6040, -0.0734, 0.1785], [1.4961, -0.2131, 1.2375], [-0.5786, 1.9014, -0.3983], [-0.7717, -2.0759, -0.1477], [-2.6692, 0.8371, -0.0383], [2.6827, -0.0521, -0.1469]]
}

=====

(18)
{
  "formula": "C2H5N3O2",
  "method": "wB97M-V/def2-TZVPD",
  "smiles": "O=[NH+][O-].N=C=CN",
  "spin_multiplicity": 1,
  "e_tot_ev": -10714.6555,
  "e_above_lowest_ev": 7.1548,
  "species": ["O", "O", "N", "N", "N", "C", "C", "H", "H", "H", "H", "H"],
  "coordinates": [[0.7676, -1.6672, 0.7578], [0.6346, -2.0305, -1.3453], [0.9650, -1.3719, -0.4010], [-0.9891, -0.1637, 1.3857], [0.6492, 2.1151, -0.8419], [-0.1846, 1.3032, -0.4583], [-0.9175, 0.2962, -0.0338], [-1.0430, -1.1410, 1.3051], [-1.6072, -0.0865, -0.6400], [1.4991, -0.4634, -0.6237], [-0.2771, 0.1865, 1.9431], [0.5031, 3.0233, -1.0476]]
}

=====

(19)
{
  "formula": "C2H5N3O2",
  "method": "wB97M-V/def2-TZVPD",
  "smiles": "O=CNN/C=N\\O",
  "spin_multiplicity": 1,
  "e_tot_ev": -10717.7964,
  "e_above_lowest_ev": 4.0138,
  "species": ["O", "O", "N", "N", "N", "C", "C", "H", "H", "H", "H", "H"],
  "coordinates": [[-1.8663, 0.6420, -0.0824], [1.8845, -0.2988, -1.2429], [-1.7521, -0.7533, -0.2457], [0.3132, -0.5069, 0.9585], [0.6923, 0.7039, 0.4460], [-0.6611, -1.2243, 0.2628], [1.5214, 0.7022, -0.6698], [-0.4315, -2.2471, 0.1462], [1.7722, 1.7060, -1.0365], [0.1204, 1.5196, 0.6644], [1.1282, -1.0657, 1.2643], [-2.7210, 0.8223, -0.4648]]
}

=====

(20)
{
  "formula": "C2H5N3O2",
  "method": "wB97M-V/def2-TZVPD",
  "smiles": "[H]/N=C1\\ONO[C@@H]1N",
  "spin_multiplicity": 1,
  "e_tot_ev": -10715.8063,
  "e_above_lowest_ev": 6.0040,
  "species": ["O", "O", "N", "N", "N", "C", "C", "H", "H", "H", "H", "H"],
  "coordinates": [[-1.5910, -0.5575, -0.3014], [-0.8191, 1.3528, 0.5254], [-0.0023, -2.1572, 0.2561], [-1.6633, 0.8717, -0.3606], [1.6071, 0.5359, -0.0932], [-0.4223, -0.9882, 0.1787], [0.4293, 0.2484, 0.5426], [-1.3163, 1.2391, -1.3485], [-0.5628, -2.9419, -0.0727], [1.5473, 0.5746, -1.0512], [0.7784, 0.2898, 1.5807], [2.0152, 1.5324, 0.1442]]
}